# C34H31ClGeIrNO2S3Sb

A molecular structure, C34H31ClGeIrNO2S3Sb (wB97M-V/def2-TZVPD, the OMol25 dataset).

## Properties
E_LUMO (spin up / spin down): 3.701 / 3.695 eV
HOMO energy (spin up / spin down): -0.49 / -0.51 eV

Geometry as ORCA input:
```
! wB97M-V def2-TZVPD RIJCOSX def2/J DEFGRID3
* xyz -2 2
H -1.216 1.972 6.322
H -0.996 -0.493 -5.933
H 1.761 0.573 -1.404
H 0.129 6.565 0.688
H 3.562 -0.832 4.149
C -3.387 -1.222 0.548
H 5.031 5.595 -2.970
H 2.524 0.598 3.985
H -0.932 -4.258 2.882
C -0.626 1.438 -6.797
C 0.413 -0.584 4.844
C 3.304 4.342 -2.733
H 3.025 0.025 5.618
N -0.404 -2.448 3.618
C 0.814 1.118 -1.275
H 0.521 -2.804 3.819
H -2.383 6.580 -2.791
H -1.646 7.649 -0.681
C -0.148 6.165 -0.279
C -0.975 4.967 -2.639
C 0.048 4.381 -1.900
H 0.569 4.115 -5.105
C 4.644 4.583 -3.015
H 1.180 4.515 -0.069
H 2.660 5.173 -2.466
Ir -0.290 0.530 0.121
H -2.814 -1.299 4.085
C 0.451 4.994 -0.716
C -0.188 2.735 -6.554
C -1.204 -3.205 2.875
H -2.960 -4.860 1.872
H 5.624 1.408 -3.646
C 0.459 -1.409 -0.220
O -1.536 -0.578 1.823
C -2.161 0.354 5.281
H -4.963 -2.013 -0.617
C -1.572 6.148 -2.214
H -3.162 0.746 5.405
H 0.216 -2.150 0.546
H 6.532 3.715 -3.564
S -0.378 4.888 3.140
H -1.339 4.488 -3.541
C 0.194 2.192 -4.221
C -2.349 -1.465 1.528
C -4.055 -3.560 0.599
H -3.447 -0.201 0.187
C 3.637 2.010 -3.106
H -4.692 -4.336 0.195
C -1.157 6.748 -1.034
C 0.215 0.567 5.583
C 0.219 3.101 -5.278
C 2.746 -0.274 4.602
C -3.104 -3.843 1.519
C -0.684 -1.262 4.302
H -0.162 3.460 -7.360
H 1.062 1.127 5.953
O 1.631 -1.155 4.621
C 2.774 3.054 -2.770
H -0.291 0.176 -3.669
C -0.248 0.897 -4.481
C -4.199 -2.219 0.124
H 3.258 0.994 -3.147
S 0.952 1.465 1.818
C 4.975 2.240 -3.391
S -1.712 2.465 0.270
C 5.485 3.532 -3.346
H 1.522 -1.512 -0.457
C -2.258 -2.824 2.065
Ge 0.851 2.675 -2.408
C -1.968 -0.790 4.525
Cl -0.400 -2.105 -1.712
C -0.653 0.521 -5.757
Sb -1.033 2.703 2.621
H -0.945 1.148 -7.792
C -1.074 1.038 5.796
*
```

# C16H26CaN2S4

A molecular structure, C16H26CaN2S4 (wB97M-V/def2-TZVPD, the OMol25 dataset).

## Properties
E_LUMO: -0.032 eV
HOMO energy: -6.30 eV

Geometry as ORCA input:
```
! wB97M-V def2-TZVPD RIJCOSX def2/J DEFGRID3
* xyz 0 1
H -2.557 -1.730 4.349
C -2.134 0.365 2.076
H 0.307 -1.295 3.694
C -1.531 -0.631 2.844
H 0.471 2.497 1.733
H 1.184 -2.515 -1.373
C -0.993 -3.690 0.268
H 1.805 0.819 -3.044
C -0.085 1.613 2.024
H 2.536 -0.184 3.029
N 1.633 1.078 -0.987
C 2.330 0.497 -2.147
C 0.126 -1.759 -2.920
H -1.414 3.267 0.427
C -2.121 2.562 0.865
H 3.349 0.892 -2.244
H 2.096 1.043 4.205
H 0.618 -2.186 -3.807
C -0.228 2.109 -2.316
H -0.629 -2.473 -2.581
H -0.886 2.977 -2.251
S -2.116 -2.404 -0.217
H 0.052 0.139 -4.005
H -3.162 0.232 1.764
H 3.053 -1.358 -1.319
H -1.664 -2.733 3.189
C -2.284 -1.842 3.298
Ca -0.097 -0.783 0.279
H 0.131 2.096 -3.344
H -3.184 -1.990 2.705
C -0.584 -0.482 -3.376
C -0.179 -0.491 3.155
S -1.339 -5.270 -0.025
C -1.429 1.494 1.662
H 2.302 1.282 -0.252
S -1.252 0.627 -2.078
H -2.725 2.132 0.065
C 0.912 2.308 -1.316
N 1.067 -1.604 -1.815
H 0.497 2.700 -0.388
H -2.794 3.135 1.506
S 0.548 -3.239 1.060
C 2.371 -1.028 -2.108
H 1.577 3.088 -1.718
C 0.557 0.626 2.769
H 2.787 -1.397 -3.056
H -1.430 -0.779 -3.997
H 2.507 1.526 2.565
C 2.003 0.759 3.155
*
```

# C2H2F2S2

A single C2H2F2S2 molecule (wB97M-V/def2-TZVPD, the OMol25 dataset).

## Properties
E_LUMO: -0.489 eV
HOMO energy: -9.40 eV

Geometry as ORCA input:
```
! wB97M-V def2-TZVPD RIJCOSX def2/J DEFGRID3
* xyz 0 1
F -2.005 -0.727 -1.502
C -0.487 -0.753 0.930
H 1.528 1.745 -0.003
C 0.249 0.327 0.956
S -1.766 -1.403 0.132
F 1.240 0.526 1.888
H -1.125 -2.577 -0.387
S 0.236 1.796 -0.085
*
```

# C3H6O2

A single C3H6O2 molecule (wB97M-V/def2-TZVPD, the OMol25 dataset).

## Properties
SMILES string: C=COCO
E_LUMO: 0.932 eV
HOMO energy: -9.93 eV

Geometry as ORCA input:
```
! wB97M-V def2-TZVPD RIJCOSX def2/J DEFGRID3
* xyz 0 1
H -2.176 0.801 -0.327
H -2.824 -0.944 -0.224
H 0.632 0.750 -1.201
C -2.019 -0.239 -0.048
C 1.098 0.261 -0.339
C -0.872 -0.626 0.494
O 0.163 0.248 0.732
H 2.698 0.518 0.687
H 1.349 -0.778 -0.617
H -0.668 -1.666 0.770
O 2.214 0.998 0.004
*
```

Table of max |F| (eV Å⁻¹), in record order: 0.76 0.47 2.55 0.46